Computed, not measured: C59H63ClF5GeN4SSeSiW as an isolated structure in a non-equilibrium geometry, with wB97M-V/def2-TZVPD.

Structure (XYZ):
```
137
Properties=species:S:1:pos:R:3:forces:R:3:mulliken_charge:R:1
W -1.286172 1.096179 0.582367 1.908 4.034 0.332 0.715
Cl -1.354209 -2.784294 4.808364 -0.020 -0.210 0.016 -0.262
C -0.511387 -1.442187 4.103196 0.162 0.249 0.015 0.425
C 0.548783 -0.855581 4.773712 0.034 0.038 -0.150 -0.581
C 1.164614 0.212647 4.124206 -0.184 -0.173 0.269 -0.897
C 0.669850 0.678047 2.928938 0.295 0.076 -0.185 -0.412
N -0.399712 0.128116 2.300553 -0.364 -0.125 0.020 0.148
C -0.936712 -0.966978 2.881581 0.035 -0.222 0.154 -0.657
H 0.886791 -1.227485 5.729867 -0.004 -0.010 0.002 0.434
H 2.026685 0.692184 4.568516 0.006 0.063 -0.063 0.471
H 1.130312 1.510976 2.419190 -0.050 -0.031 -0.046 0.635
H -1.729959 -1.482267 2.362637 0.006 0.087 -0.069 0.165
C -0.351297 1.602426 -3.348987 0.476 -0.096 0.202 -1.352
N -1.734898 2.108617 -3.541418 -0.044 0.037 0.043 0.142
C -1.840443 3.486426 -2.999062 -0.026 0.313 0.255 -0.857
C -2.777305 1.125091 -2.990996 -0.337 -0.304 0.347 -1.096
C -3.597812 1.612136 -1.821337 0.246 0.239 0.012 0.434
C -4.943680 1.872853 -2.084795 0.006 0.094 -0.107 -0.066
C -5.792382 2.330560 -1.093986 -0.132 0.048 -0.026 -1.247
C -5.263978 2.571830 0.166485 -0.010 -0.047 0.050 -0.875
C -3.926891 2.315228 0.422155 -0.144 0.127 -0.168 -0.789
C -3.029137 1.782346 -0.535669 -0.684 -0.165 -0.485 1.563
H 0.366017 2.335728 -3.717474 -0.099 0.052 -0.084 0.469
H -0.222890 0.653263 -3.866402 -0.129 0.006 0.015 0.267
H -0.186495 1.463243 -2.278760 -0.058 -0.063 0.104 0.493
H -1.907771 2.168628 -4.540173 0.016 -0.012 -0.013 0.455
H -1.556920 3.449567 -1.946503 -0.052 -0.049 0.031 -0.111
H -2.858453 3.856602 -3.095569 -0.024 -0.111 0.002 0.390
H -1.150205 4.132582 -3.536955 0.074 -0.066 -0.068 0.516
H -2.240458 0.218133 -2.714465 0.183 0.053 -0.029 -0.226
H -3.446386 0.903532 -3.824103 0.084 0.003 -0.048 0.474
H -5.332910 1.704519 -3.085939 -0.015 0.001 0.004 0.309
H -6.841450 2.507648 -1.297937 0.013 0.003 -0.033 0.386
H -5.904630 2.950656 0.955102 0.021 0.009 0.022 0.513
H -3.551224 2.537023 1.417190 0.002 -0.010 -0.011 0.333
C 4.305782 -1.225690 0.231535 -0.143 0.126 -0.013 -0.802
Si 3.616744 0.306119 -0.627678 -0.344 0.061 -0.210 -0.096
C 4.612580 1.816859 -0.042477 -0.057 -0.151 -0.065 -1.117
C 3.879261 0.038520 -2.491779 0.148 -0.002 0.213 -0.911
C 1.842742 0.586534 -0.352543 0.642 -0.142 -0.129 -0.537
C 0.654822 0.807316 -0.116732 -0.448 -0.202 -0.067 0.348
H 5.395237 -1.276196 0.151459 0.017 0.055 -0.045 0.391
H 3.883504 -2.131344 -0.207729 -0.024 0.002 0.022 -0.016
H 4.035217 -1.231475 1.288938 0.010 0.004 0.029 0.255
H 5.560687 1.506496 0.403722 0.030 0.007 -0.033 0.458
H 4.060460 2.384068 0.710050 -0.026 -0.046 0.012 0.234
H 4.838706 2.500945 -0.864139 -0.013 -0.001 -0.014 0.257
H 4.930588 -0.131140 -2.743324 0.016 0.006 0.004 0.348
H 3.526208 0.895000 -3.066157 -0.035 0.116 -0.012 0.306
H 3.311700 -0.834573 -2.823617 -0.029 0.032 0.050 0.101
F -7.531924 -1.368575 -0.393658 -0.199 0.053 0.031 -0.370
C -6.197562 -1.328677 -0.441517 0.306 -0.095 -0.224 0.751
C -5.463907 -0.802031 0.606746 -0.043 0.006 0.153 -0.024
F -6.095172 -0.310616 1.675001 -0.101 0.047 0.086 -0.409
C -4.092050 -0.783969 0.537667 0.324 -0.073 -0.524 -0.764
F -3.399542 -0.177286 1.537091 -0.295 -0.239 0.069 -0.434
C -3.366645 -1.268403 -0.560268 -0.580 -0.091 0.200 1.016
S -1.641954 -1.172856 -0.615824 0.225 -0.261 -0.138 0.682
C -4.146957 -1.777150 -1.601373 0.305 0.111 0.302 -0.481
F -3.542584 -2.216592 -2.719095 -0.041 -0.096 -0.135 -0.467
C -5.524188 -1.801738 -1.555877 -0.149 0.067 0.168 0.294
F -6.223547 -2.263975 -2.599475 -0.101 -0.102 -0.107 -0.366
C -0.847282 2.922958 0.766882 -0.406 -2.664 -0.016 0.165
Ge -0.068908 4.628507 0.482848 0.042 0.195 -0.204 1.991
C -1.402605 6.100479 0.380662 0.154 -0.271 0.189 -0.568
C -2.710084 5.809854 -0.006841 0.068 -0.173 -0.012 -0.032
C -3.649491 6.818355 -0.169935 -0.024 0.078 -0.001 -0.699
C -3.294397 8.138225 0.074458 -0.031 -0.015 -0.032 -0.453
C -2.002292 8.441401 0.482480 -0.029 0.087 -0.019 -0.668
C -1.064026 7.428926 0.627858 0.037 -0.045 0.033 -0.301
C 0.957449 4.908175 -1.207397 -0.163 -0.023 0.200 0.357
C 0.679629 5.959114 -2.080156 -0.118 0.001 0.034 -0.305
C 1.457168 6.188174 -3.209056 0.041 0.039 -0.038 -0.618
C 2.553660 5.378153 -3.467750 -0.040 -0.002 -0.014 -0.788
C 2.855543 4.340530 -2.595033 0.036 -0.093 -0.009 -0.207
C 2.056610 4.095913 -1.485547 -0.010 -0.002 -0.026 0.107
C 1.312945 5.034535 1.840285 -0.197 -0.065 -0.167 0.009
C 1.344653 4.319602 3.035151 -0.098 -0.049 0.017 -0.398
C 2.340433 4.544564 3.975657 0.018 0.065 0.026 -0.612
C 3.324115 5.492362 3.727004 0.013 -0.005 0.041 -0.488
C 3.312266 6.203631 2.535437 0.032 0.073 0.026 -0.817
C 2.312881 5.974398 1.600048 -0.008 -0.022 -0.003 -0.289
H -2.988974 4.771947 -0.168042 -0.045 0.021 -0.024 0.176
H -4.659914 6.578832 -0.480112 0.003 -0.036 0.012 0.432
H -4.024951 8.928078 -0.053521 0.006 0.010 0.026 0.364
H -1.731910 9.471432 0.684632 0.032 -0.010 -0.002 0.390
H -0.052896 7.670403 0.940463 -0.023 0.052 0.016 0.342
H -0.158775 6.616685 -1.873131 0.004 -0.005 -0.028 0.268
H 1.220054 7.015515 -3.868740 -0.002 -0.023 -0.021 0.373
H 3.170294 5.553216 -4.341407 0.025 0.025 0.024 0.362
H 3.729473 3.727071 -2.774584 -0.003 -0.099 -0.034 0.210
H 2.280280 3.261497 -0.830274 0.039 -0.030 -0.004 -0.204
H 0.580968 3.569277 3.215214 -0.007 0.034 0.024 0.421
H 2.349595 3.987111 4.904985 -0.007 -0.026 -0.015 0.419
H 4.100640 5.675578 4.460165 0.012 -0.017 -0.012 0.370
H 4.086009 6.936143 2.336419 -0.004 -0.004 -0.011 0.386
H 2.321304 6.518531 0.660758 0.042 0.005 0.007 0.333
C 0.303857 -7.014606 5.062302 -0.006 0.069 -0.078 -1.538
C 0.756309 -6.337241 3.773636 0.055 -0.091 0.171 0.369
C 2.243230 -6.540079 3.503991 -0.173 0.026 -0.206 -0.599
C 2.728583 -5.762434 2.276568 0.119 -0.125 0.270 -1.144
N 1.836488 -5.867232 1.142029 -0.106 0.115 -0.293 0.701
C 1.166126 -4.805523 0.578176 0.026 0.057 0.268 -0.791
Se 1.179750 -3.081944 1.157108 0.043 -0.090 -0.044 0.061
N 0.464912 -5.303016 -0.483553 0.175 -0.014 0.221 0.962
C -0.408297 -4.527571 -1.340737 -0.173 0.089 -0.366 -0.742
C 0.178984 -4.205029 -2.715400 0.076 0.083 0.195 -0.739
C 1.318727 -3.177105 -2.678916 0.074 -0.143 0.012 0.403
C 2.697821 -3.792327 -2.446187 -0.084 0.053 -0.016 -1.122
C 0.657146 -6.666504 -0.576079 -0.034 -0.139 -0.023 0.761
C 0.128738 -7.611284 -1.440246 0.076 0.002 0.090 -0.582
C 0.508036 -8.935286 -1.241144 -0.138 0.017 -0.159 -0.817
C 1.383959 -9.295469 -0.225723 0.132 0.002 0.141 -0.718
C 1.914581 -8.345350 0.642501 -0.009 0.056 -0.050 -0.728
C 1.530201 -7.027516 0.455878 0.030 -0.096 -0.072 0.372
H -0.758786 -6.839854 5.234558 0.005 -0.028 0.037 0.381
H 0.851881 -6.621602 5.921172 -0.007 -0.026 0.022 0.358
H 0.466922 -8.094138 5.017075 0.011 -0.005 0.030 0.369
H 0.545029 -5.268066 3.827093 -0.060 0.072 -0.085 0.048
H 0.179318 -6.742957 2.938514 -0.017 0.086 -0.024 0.168
H 2.449294 -7.607651 3.383126 0.008 -0.009 0.087 0.252
H 2.823057 -6.195184 4.364030 0.048 -0.033 -0.006 0.444
H 3.723758 -6.106610 1.978243 -0.020 0.047 -0.038 0.282
H 2.784330 -4.700316 2.510038 0.018 0.022 -0.060 0.402
H -0.633596 -3.596261 -0.825805 -0.067 -0.011 0.113 -0.541
H -1.340721 -5.086897 -1.460475 0.016 -0.021 0.077 0.456
H -0.646120 -3.803921 -3.308723 -0.028 -0.033 0.006 0.434
H 0.518770 -5.127303 -3.200750 -0.034 0.018 -0.080 0.482
H 1.111698 -2.443169 -1.895035 -0.017 0.078 -0.067 -0.405
H 1.335797 -2.638281 -3.630493 -0.012 0.017 0.000 0.527
H 2.774600 -4.233760 -1.451835 0.042 0.001 0.005 -0.056
H 3.472524 -3.028062 -2.529468 0.029 -0.075 0.042 0.374
H 2.908915 -4.570936 -3.184314 0.007 -0.013 -0.008 0.386
H -0.554371 -7.334895 -2.231486 0.010 0.021 -0.010 0.418
H 0.107474 -9.700109 -1.894119 0.011 0.000 0.004 0.388
H 1.659115 -10.334528 -0.099555 -0.003 0.001 -0.019 0.385
H 2.597056 -8.626763 1.431609 0.001 -0.017 0.001 0.355
```
Forces are in eV/Å.

Output
HOMO energy (spin up / spin down): -2.36 / -2.39 eV
Charge: -1
Energy relative to the best compared isomer or geometry (same formula, charge and spin): 1.0055 eV
Largest force on an atom: 4.47 eV Å⁻¹
E_tot: -8697.6508 Ha
2S+1: 1